[1]
{
  "formula": "C5H8N2O",
  "method": "ωB97M-V/def2-TZVPD",
  "elements": ["C", "C", "C", "C", "C", "H", "H", "H", "H", "H", "H", "H", "H", "N", "N", "O"],
  "coordinates": [[1.60921, 1.22546, 0.72326], [-1.67199, 0.15045, 0.34557], [-1.42750, -1.09560, -0.59996], [-0.15994, -1.75247, -0.67965], [0.95777, -0.92100, -0.22339], [1.34914, 2.23091, -0.10327], [1.62444, 1.34166, 1.86676], [2.80494, 0.72839, 0.02757], [-0.67163, 1.22174, -0.96465], [-2.57197, 0.73817, 0.07264], [-1.95086, 0.20997, 1.50783], [-2.30654, -1.63798, -0.90743], [0.30603, -2.68961, -1.27344], [0.60991, 0.31736, 0.31938], [-0.63223, 1.15752, 0.17627], [2.13122, -1.22495, -0.28749]],
  "forces_ev_per_a": [[3.51, 1.39, -4.31], [-1.83, 1.34, 0.94], [2.39, -2.31, 2.24], [-1.84, 1.25, -1.41], [-0.28, 1.41, 0.63], [1.12, -2.29, 3.40], [0.45, 0.41, -2.02], [-3.52, 1.61, 2.97], [0.34, 0.61, 3.05], [0.03, -0.81, -0.74], [1.18, -1.77, -2.11], [-0.21, 0.09, -0.35], [-2.07, 2.10, 1.31], [-0.49, 1.15, 0.76], [1.14, -3.35, -4.21], [0.07, -0.83, -0.16]],
  "de_lowest_kcal_mol": 140.9,
  "e_lumo_ev": -0.1,
  "multiplicity": 1,
  "homo_lumo_gap_ev": 9.11,
  "mol_weight_g_mol": 112.132,
  "max_force_ev_per_a": 5.731,
  "homo_energy_ha": -0.338
}


[2]
{
  "formula": "C21H20N4O3S2",
  "method": "ωB97M-V/def2-TZVPD",
  "elements": ["N", "C", "C", "C", "C", "C", "C", "C", "H", "H", "C", "H", "H", "S", "C", "N", "N", "C", "C", "C", "C", "C", "C", "C", "H", "H", "H", "S", "O", "O", "N", "C", "C", "C", "C", "C", "H", "H", "H", "H", "H", "H", "H", "H", "H", "H", "H", "O", "H", "H"],
  "coordinates": [[1.59414, -3.44646, -0.60048], [2.17043, -2.64293, -0.01978], [2.85413, -1.62140, 0.67616], [3.82335, -0.86173, 0.01717], [4.41117, 0.20325, 0.66683], [4.04860, 0.52523, 1.97297], [3.12472, -0.27154, 2.64245], [2.52733, -1.33948, 2.00248], [1.78425, -1.93501, 2.51033], [2.84454, -0.03069, 3.65537], [4.52925, 1.79727, 2.58689], [5.61051, 1.91659, 2.53144], [4.18260, 1.91651, 3.61088], [3.87478, 3.21543, 1.59390], [2.24999, 2.65071, 1.44429], [1.57208, 1.97965, 2.32508], [0.42621, 1.61869, 1.73547], [0.43963, 2.08932, 0.52433], [-0.55682, 1.87157, -0.49665], [-1.64589, 1.04558, -0.21169], [-2.55423, 0.77097, -1.20947], [-2.41683, 1.30689, -2.47764], [-1.34833, 2.14659, -2.75262], [-0.41353, 2.42211, -1.77040], [0.42989, 3.06276, -1.98019], [-1.23926, 2.57991, -3.73500], [-3.15965, 1.06707, -3.22185], [-3.87848, -0.40807, -0.88755], [-4.31308, -0.25482, 0.46687], [-4.83629, -0.29602, -1.94717], [-3.15108, -1.88678, -1.02188], [-2.26026, -2.28952, 0.04025], [-2.14256, -3.81209, 0.04627], [-1.65322, -4.29734, -1.31567], [-2.59237, -3.79335, -2.40854], [-2.70427, -2.27181, -2.33905], [-3.44509, -1.89765, -3.04643], [-1.72564, -1.81656, -2.56544], [-3.58466, -4.22293, -2.26467], [-2.22680, -4.08481, -3.39402], [-1.61396, -5.38732, -1.33098], [-0.64326, -3.92149, -1.48888], [-3.12279, -4.23981, 0.26066], [-1.44755, -4.11732, 0.82904], [-2.69131, -1.92150, 0.97157], [-1.26088, -1.84446, -0.09907], [-1.77525, 0.64000, 0.77800], [1.58915, 2.77184, 0.27468], [5.13214, 0.81917, 0.14863], [4.08618, -1.09648, -1.00367]],
  "forces_ev_per_a": [[-0.12, -0.28, -0.15], [-0.25, -0.41, -0.26], [0.44, 0.70, 0.50], [-0.09, -0.07, 0.01], [0.01, -0.05, 0.16], [0.05, -0.41, -0.03], [0.30, -0.09, -0.06], [0.05, -0.08, -0.16], [-0.06, -0.04, 0.02], [-0.05, 0.06, 0.07], [-0.29, 0.31, -0.17], [0.00, 0.02, 0.05], [0.11, -0.06, -0.01], [0.36, 0.18, 0.08], [-0.18, -0.16, 0.60], [1.24, 0.99, 0.31], [-1.33, -0.33, -1.02], [0.21, -0.25, 0.93], [-0.30, 0.01, -0.58], [0.24, 0.18, 0.13], [-0.52, -0.44, 0.07], [-0.05, 0.04, -0.15], [-0.05, -0.05, 0.01], [-0.03, -0.06, 0.20], [0.06, 0.04, -0.04], [-0.01, 0.03, -0.08], [-0.05, 0.02, -0.14], [0.05, -0.09, -0.08], [0.34, 0.02, 0.12], [0.28, 0.03, -0.18], [-0.65, 0.80, 0.13], [0.17, -0.19, 0.71], [0.19, 0.18, -0.18], [-0.22, -0.05, 0.00], [0.19, 0.16, 0.11], [-0.09, -0.18, -0.73], [0.16, -0.09, -0.11], [-0.05, -0.01, 0.00], [-0.08, -0.02, -0.08], [-0.04, 0.01, -0.04], [0.09, -0.02, -0.02], [0.01, -0.07, -0.01], [-0.05, -0.02, 0.09], [-0.02, 0.01, 0.06], [0.18, -0.08, 0.05], [-0.03, -0.02, 0.01], [0.02, -0.06, 0.15], [-0.18, -0.14, -0.19], [0.04, 0.05, -0.07], [0.01, -0.02, -0.05]],
  "de_lowest_kcal_mol": 69.4,
  "e_lumo_ev": -0.2,
  "multiplicity": 1,
  "homo_lumo_gap_ev": 8.84,
  "mol_weight_g_mol": 440.550,
  "smiles": "N#Cc1ccc(CSc2nnc(-c3cccc(S(=O)(=O)N4CCCCC4)c3)o2)cc1",
  "max_force_ev_per_a": 1.708,
  "homo_energy_ha": -0.331
}


[3]
{
  "formula": "C3H8NO",
  "method": "ωB97M-V/def2-TZVPD",
  "elements": ["C", "C", "C", "N", "H", "H", "H", "H", "H", "H", "H", "H", "O"],
  "coordinates": [[-0.75874, 0.67003, 0.60527], [-0.29836, 1.90370, 0.67034], [-1.10971, -1.27817, -0.72680], [-0.64298, -0.10888, -0.59708], [-1.14726, 0.09321, 1.41741], [0.03579, 2.50281, -0.16032], [-0.30685, 2.33356, 1.66349], [-0.81699, -1.93667, -1.53462], [-1.82246, -1.66456, -0.01714], [-0.06564, 0.28856, -1.33271], [2.67512, -0.26405, -0.08665], [2.33207, -1.66791, 0.23820], [1.92601, -0.87163, -0.13936]],
  "forces_ev_per_a": [[0.26, -0.08, -0.92], [-0.41, -0.15, 0.68], [-0.21, -0.58, -0.31], [-0.24, 0.47, 0.25], [-0.12, -0.05, 0.42], [0.24, -0.10, -0.14], [-0.04, 0.35, -0.17], [-0.05, 0.39, -0.32], [0.13, -0.01, 0.47], [0.27, -0.22, 0.07], [-0.15, 0.22, -0.14], [-0.36, -0.01, -0.16], [0.66, -0.23, 0.29]],
  "de_lowest_kcal_mol": 21.8,
  "e_lumo_ev": -5.2,
  "multiplicity": 1,
  "homo_lumo_gap_ev": 9.84,
  "mol_weight_g_mol": 74.103,
  "max_force_ev_per_a": 0.962,
  "homo_energy_ha": -0.553,
  "total_charge": 1
}